# C3H2N2O2

A molecular structure, C3H2N2O2 (ωB97M-V/def2-TZVPD, the OMol25 dataset).

Values from the calculation:
HOMO level (alpha / beta): -8.88 / -8.88 eV
Orbital gap (alpha / beta): 0.28360 / 0.28364 Ha
LUMO (alpha / beta): -1.2 / -1.2 eV

```
! RIJCOSX wB97M-V def2-TZVPD def2/J DEFGRID3
* xyz 0 1
C -1.286 -0.882 -0.670
H 2.755 1.105 0.212
C 1.750 0.684 0.400
N -0.343 0.048 -0.999
O -0.488 -0.291 1.211
N -1.447 -1.147 0.593
H -1.886 -1.386 -1.417
O 0.804 1.564 0.473
C 0.140 0.306 0.196
*
```



# CH3INO

A molecular structure, CH3INO (ωB97M-V/def2-TZVPD, the OMol25 dataset).

Values from the calculation:
HOMO level (alpha / beta): -3.64 / -3.64 eV
Orbital gap (alpha / beta): 0.25601 / 0.25589 Ha
LUMO (alpha / beta): 3.3 / 3.3 eV

```
! RIJCOSX wB97M-V def2-TZVPD def2/J DEFGRID3
* xyz -1 1
N -0.620 -0.078 -0.691
O -0.415 -2.164 0.148
C 0.576 0.347 -0.045
H 0.680 -0.019 0.981
H 1.406 -0.065 -0.626
H 0.677 1.450 -0.029
I -2.304 0.529 0.262
*
```



# C7H6O

A single C7H6O molecule (ωB97M-V/def2-TZVPD, the OMol25 dataset).

Values from the calculation:
HOMO level: -7.92 eV
SMILES string: C1=CC2=COCC2=C1
Orbital gap: 0.28283 Ha
LUMO: -0.2 eV

```
! RIJCOSX wB97M-V def2-TZVPD def2/J DEFGRID3
* xyz 0 1
H -0.185 -0.880 2.806
H 0.449 2.369 1.137
C -1.388 -1.247 -0.446
O 1.002 0.552 1.943
C 1.157 1.334 0.734
C -1.041 -0.618 -1.643
C -0.440 -0.591 0.464
H -1.149 -1.174 -2.635
H -1.780 -2.167 -0.152
C 0.013 -0.195 1.795
C 0.492 0.371 -0.252
H 2.219 1.513 0.470
H 0.561 0.509 -2.577
C 0.089 0.226 -1.645
*
```



# C2H4N2O

A single C2H4N2O molecule (ωB97M-V/def2-TZVPD, the OMol25 dataset).

Values from the calculation:
HOMO level: -10.01 eV
SMILES string: C=NC(N)=O
Orbital gap: 0.38619 Ha
LUMO: 0.5 eV

```
! RIJCOSX wB97M-V def2-TZVPD def2/J DEFGRID3
* xyz 0 1
H 1.758 -0.190 -0.511
N 0.407 0.738 0.760
N -1.848 0.262 -0.212
H 2.210 0.001 1.272
H -2.100 -0.002 -1.147
H -1.797 -0.501 0.451
C -0.486 1.131 -0.184
O -0.379 2.029 -0.959
C 1.489 0.167 0.486
*
```



# C6H8N2

A single C6H8N2 molecule (ωB97M-V/def2-TZVPD, the OMol25 dataset).

Values from the calculation:
HOMO level: -8.43 eV
SMILES string: C=C(C)/C(N)=C/C#N
Orbital gap: 0.32857 Ha
LUMO: 0.5 eV

```
! RIJCOSX wB97M-V def2-TZVPD def2/J DEFGRID3
* xyz 0 1
N 2.000 -1.509 2.757
N 0.173 -1.687 0.289
H -2.775 0.988 -1.354
C -1.860 0.376 -0.653
H -2.251 -0.709 -0.657
H -0.327 -2.106 -0.477
H 1.158 1.378 1.482
C -0.388 0.683 -0.774
C 1.101 0.347 1.310
C 0.443 -0.299 0.192
H 0.109 2.014 -2.402
C 1.626 -0.538 2.125
H 1.509 1.511 -1.355
H -2.138 0.691 0.528
H 1.148 -2.450 0.562
C 0.471 1.310 -1.573
*
```



# C4H7Br

2 unconnected molecules or ions with the total composition C4H7Br (ωB97M-V/def2-TZVPD, the OMol25 dataset).

Values from the calculation:
HOMO level: -9.34 eV
Orbital gap: 0.34114 Ha
LUMO: -0.1 eV

```
! RIJCOSX wB97M-V def2-TZVPD def2/J DEFGRID3
* xyz 0 1
H -0.417 -1.704 1.018
C 0.171 -0.171 -0.968
C -0.509 0.421 1.578
H 1.309 -0.887 1.453
C 0.767 0.130 -2.163
H -0.379 0.729 2.686
H 1.845 0.029 -2.409
Br -0.178 0.720 -3.878
H -1.671 0.222 1.542
H -0.901 0.029 -0.862
C 0.220 -0.777 1.082
H -0.257 1.259 0.919
*
```



no.,total energy (eV)
1,-10212.5839
2,-12718.8922
3,-9398.6473
4,-7165.5165
5,-9327.2278
6,-74299.8434